Record 1
{"formula": "C2H4OSe", "method": "ωB97M-V/def2-TZVPD", "gap_ev": 8.641, "homo_ha": -0.2959, "energy_ha": -2555.14612, "de_lowest_kcal_mol": 55.83, "species": ["C", "C", "O", "Se", "H", "H", "H", "H"], "coordinates": [[1.2059, -0.9677, -0.3421], [-0.2479, 0.3364, 0.6359], [2.1372, -0.4219, -0.7794], [-1.7571, 0.2033, -0.6621], [0.8515, -2.0384, -0.1104], [-0.5289, -0.1571, 1.5563], [0.3361, 1.3897, 0.6475], [-1.9967, 1.6556, -0.9456]], "forces_ev_per_angstrom": [[-3.0, 1.9, 3.2], [2.7, 0.1, -2.8], [0.2, -0.9, -0.6], [0.4, 0.8, 0.4], [0.9, 1.0, -0.9], [0.1, 0.4, 0.2], [-1.6, -2.7, 0.2], [0.2, -0.7, 0.3]]}

=====

Record 2
{"formula": "C49H63CaN8O5PSe2Te", "method": "ωB97M-V/def2-TZVPD", "gap_ev": [6.110, 6.101], "homo_ha": [-0.1485, -0.1485], "energy_ha": -8809.28486, "spin_multiplicity": 2, "charge": -1, "de_lowest_kcal_mol": 33.68, "species": ["Ca", "C", "N", "C", "C", "O", "C", "O", "C", "C", "O", "N", "C", "C", "H", "H", "H", "H", "H", "H", "H", "H", "H", "H", "H", "H", "H", "H", "H", "H", "Se", "P", "Se", "C", "C", "C", "C", "C", "C", "C", "C", "C", "C", "C", "C", "H", "H", "H", "H", "H", "H", "H", "H", "H", "H", "C", "N", "C", "C", "N", "N", "C", "N", "N", "H", "H", "H", "H", "H", "H", "H", "H", "H", "H", "H", "C", "C", "C", "C", "C", "C", "Te", "N", "C", "O", "C", "C", "C", "C", "C", "C", "C", "C", "C", "C", "C", "C", "C", "C", "C", "C", "H", "H", "H", "H", "H", "H", "H", "H", "H", "H", "H", "H", "H", "H", "H", "H", "H", "H", "H", "H", "H", "H", "H", "C", "C", "O", "H", "H", "H"], "coordinates": [[-1.0498, -0.3472, 0.2931], [-4.7434, -0.3842, 3.0845], [-4.1858, 0.9527, 3.1142], [-4.8734, 1.9586, 2.3200], [-3.0975, 1.3098, 3.8190], [-2.6958, 2.4667, 3.9033], [-2.2673, 0.2311, 4.5136], [-1.2125, -0.1779, 3.6702], [0.0048, 0.5241, 3.7709], [0.0031, 1.6540, 2.7360], [-0.6217, 1.4393, 1.6936], [0.6963, 2.7755, 2.9449], [0.9832, 3.6303, 1.8016], [1.4535, 3.0277, 4.1610], [-5.7943, -0.3099, 2.8093], [-4.2394, -1.0070, 2.3401], [-4.6969, -0.8689, 4.0588], [-5.1738, 1.5146, 1.3715], [-5.7486, 2.3459, 2.8505], [-4.1903, 2.7759, 2.1131], [-1.9069, 0.7076, 5.4304], [-2.7988, -0.6810, 4.7806], [0.2097, 0.8326, 4.7968], [0.8050, -0.1539, 3.4532], [0.2442, 3.4532, 1.0259], [0.9440, 4.6746, 2.1118], [1.9778, 3.4067, 1.4055], [0.8515, 2.8136, 5.0422], [2.3748, 2.4460, 4.2001], [1.7021, 4.0876, 4.1858], [3.9122, 0.3787, 2.8445], [3.9881, -1.7477, 2.7785], [2.2401, -3.0322, 2.7510], [5.0935, -2.3127, 1.4310], [5.2563, -3.6810, 1.2222], [6.1109, -4.1392, 0.2323], [6.8068, -3.2341, -0.5605], [6.6483, -1.8724, -0.3539], [5.7952, -1.4119, 0.6418], [4.9816, -2.2319, 4.2416], [6.3337, -1.8955, 4.2774], [7.1087, -2.2038, 5.3837], [6.5380, -2.8415, 6.4777], [5.1913, -3.1707, 6.4529], [4.4180, -2.8728, 5.3384], [4.6969, -4.3794, 1.8326], [6.2289, -5.2040, 0.0734], [7.4692, -3.5925, -1.3390], [7.1858, -1.1625, -0.9705], [5.6556, -0.3503, 0.8106], [6.7789, -1.3800, 3.4349], [8.1596, -1.9417, 5.3937], [7.1421, -3.0793, 7.3448], [4.7376, -3.6676, 7.3018], [3.3698, -3.1416, 5.3104], [-1.9111, -4.4013, 3.3575], [-2.5452, -4.3743, 2.0533], [-3.9528, -4.7353, 2.1081], [-2.1208, -3.3537, 1.1933], [-1.3429, -2.4006, 1.5184], [-2.5766, -3.5161, -0.0998], [-2.2400, -2.7952, -1.2461], [-3.1814, -2.9862, -2.2544], [-1.1459, -2.1667, -1.3849], [-2.1731, -5.3387, 3.8469], [-2.2329, -3.5741, 4.0062], [-0.8276, -4.3600, 3.2522], [-4.0481, -5.7746, 2.4250], [-4.4417, -4.6307, 1.1433], [-4.5053, -4.1059, 2.8177], [-1.1111, -2.3847, 2.5045], [-3.1908, -4.2906, -0.2693], [-4.1265, -2.8938, -1.9047], [-3.0320, -2.3445, -3.0224], [-1.0949, -1.7116, -2.2942], [3.1215, 6.0883, -6.1067], [2.1840, 5.2206, -5.3085], [1.0455, 4.6719, -5.8807], [0.1722, 3.8709, -5.1491], [-1.0177, 3.2868, -5.8651], [0.4211, 3.5939, -3.7933], [-1.0405, 2.4418, -2.5719], [-2.2129, 0.6772, -1.4419], [-3.3374, 0.3137, -0.9497], [-3.4594, -0.5968, -0.0004], [-4.6671, 0.8554, -1.4482], [-5.7928, 0.0335, -1.4700], [-7.0025, 0.4904, -1.9746], [-7.1121, 1.7937, -2.4425], [-6.0028, 2.6287, -2.4016], [-4.7895, 2.1600, -1.9159], [-0.4173, 0.7115, -3.6318], [0.9284, 0.3625, -3.5696], [1.4099, -0.7917, -4.1745], [0.5358, -1.6156, -4.8641], [-0.8039, -1.2622, -4.9537], [-1.3039, -0.1066, -4.3508], [-2.7624, 0.2194, -4.5049], [1.5823, 4.1384, -3.2171], [1.9742, 3.8999, -1.7763], [2.4368, 4.9379, -3.9759], [2.7670, 6.2096, -7.1308], [4.1235, 5.6553, -6.1480], [3.2150, 7.0824, -5.6640], [0.8304, 4.8716, -6.9270], [-1.1445, 3.7435, -6.8483], [-1.9328, 3.4276, -5.2884], [-0.8937, 2.2094, -6.0038], [-5.6997, -0.9649, -1.0587], [-7.8648, -0.1667, -1.9959], [-8.0558, 2.1572, -2.8314], [-6.0808, 3.6499, -2.7560], [-3.9191, 2.8027, -1.9021], [1.6137, 1.0068, -3.0302], [2.4604, -1.0454, -4.0972], [0.8914, -2.5226, -5.3376], [-1.4852, -1.8931, -5.5165], [-3.2189, -0.4022, -5.2780], [-2.9008, 1.2691, -4.7696], [-3.2892, 0.0817, -3.5594], [1.4707, 3.0324, -1.3561], [1.7117, 4.7603, -1.1529], [3.0534, 3.7543, -1.6907], [3.3315, 5.3419, -3.5079], [2.5463, -2.0895, -0.6859], [2.1991, -1.3640, 0.5832], [1.2469, -0.6587, 0.7423], [1.6968, -2.0696, -1.3743], [2.8316, -3.1130, -0.4527], [3.4064, -1.5817, -1.1268]], "forces_ev_per_angstrom": [[-0.5, 0.2, 0.0], [0.1, -0.4, -0.1], [-0.1, 0.2, 0.1], [0.1, 0.0, -0.1], [0.1, 0.1, 0.1], [0.0, 0.0, 0.0], [-0.1, 0.1, 0.1], [0.2, -0.6, 0.2], [-0.1, 0.4, -0.3], [-0.2, -0.3, 0.2], [0.2, 0.3, -0.1], [0.2, -0.1, -0.1], [-0.1, 0.1, 0.0], [-0.1, 0.0, 0.0], [0.0, 0.0, 0.0], [0.0, 0.0, -0.1], [0.0, 0.1, 0.0], [0.0, 0.0, 0.0], [0.0, 0.0, 0.0], [0.0, 0.0, 0.1], [0.2, -0.1, 0.0], [-0.1, 0.1, 0.0], [-0.1, 0.1, 0.0], [0.0, 0.0, 0.0], [0.0, 0.0, 0.0], [0.0, 0.0, 0.0], [0.0, 0.0, 0.0], [0.0, 0.0, 0.0], [0.1, 0.0, 0.0], [0.0, 0.0, 0.0], [-0.2, 0.3, 0.0], [0.1, -0.3, 0.3], [-0.1, 0.0, 0.1], [0.0, 0.0, 0.0], [0.0, 0.0, 0.0], [0.0, 0.0, 0.0], [0.0, 0.0, 0.0], [0.0, 0.0, 0.0], [0.0, 0.0, 0.0], [0.1, -0.1, 0.1], [0.0, 0.0, 0.0], [0.0, 0.0, 0.0], [0.0, 0.0, 0.0], [0.0, 0.0, 0.0], [0.0, 0.0, -0.1], [0.0, 0.0, 0.0], [0.0, 0.0, 0.0], [0.0, 0.0, 0.0], [0.0, 0.0, 0.0], [0.0, 0.0, 0.0], [0.0, 0.0, 0.0], [0.0, 0.0, 0.0], [0.0, 0.0, 0.0], [0.0, 0.0, 0.0], [0.0, 0.0, 0.0], [0.0, 0.0, 0.0], [0.1, 0.0, 0.0], [0.0, 0.0, 0.0], [0.0, -0.1, 0.0], [0.0, -0.2, 0.1], [-0.1, 0.1, 0.0], [0.1, 0.0, -0.3], [-0.1, 0.0, 0.2], [0.3, -0.2, 0.1], [0.0, 0.0, 0.0], [0.0, 0.0, 0.0], [0.0, 0.0, 0.0], [0.0, 0.0, 0.0], [0.0, 0.0, 0.0], [0.0, 0.0, 0.0], [0.0, 0.0, 0.0], [0.1, -0.1, 0.0], [0.0, 0.1, 0.0], [0.0, 0.0, 0.0], [-0.1, 0.1, 0.0], [0.0, 0.0, 0.0], [0.0, 0.0, 0.0], [0.0, 0.0, 0.0], [0.0, 0.0, 0.0], [0.0, 0.0, 0.0], [0.1, 0.0, 0.0], [0.0, 0.1, -0.1], [-0.2, 0.1, 0.1], [0.1, -0.1, 0.0], [0.1, 0.0, 0.2], [0.0, -0.1, 0.0], [0.0, 0.0, 0.1], [0.0, 0.0, 0.0], [0.0, 0.0, 0.0], [0.0, 0.0, 0.0], [0.0, 0.0, 0.0], [0.0, 0.0, 0.0], [0.0, 0.0, 0.0], [0.0, 0.0, 0.0], [0.0, 0.0, 0.0], [0.0, 0.0, 0.0], [0.0, 0.0, -0.1], [0.0, 0.0, 0.0], [0.0, 0.0, 0.0], [0.0, 0.0, 0.0], [0.0, 0.0, 0.0], [0.0, 0.0, 0.0], [0.0, 0.0, 0.0], [0.0, 0.0, 0.0], [0.0, 0.0, 0.0], [0.0, 0.0, 0.0], [0.0, 0.0, 0.0], [0.0, 0.0, 0.0], [0.0, 0.0, 0.0], [0.0, 0.0, 0.0], [0.0, 0.0, 0.0], [0.0, 0.0, 0.0], [0.0, 0.0, 0.0], [0.0, 0.0, 0.0], [0.0, 0.0, 0.0], [0.0, 0.0, 0.0], [0.0, 0.0, 0.0], [0.0, 0.0, 0.0], [0.0, 0.0, 0.0], [0.0, 0.0, 0.0], [0.0, 0.0, 0.0], [0.0, 0.0, 0.0], [0.0, 0.0, 0.0], [0.0, 0.0, 0.0], [-0.1, -0.1, 0.0], [-0.1, 0.2, -0.3], [0.2, 0.0, -0.1], [0.0, 0.0, 0.0], [0.1, 0.0, 0.0], [0.0, 0.0, 0.0]]}

=====

Record 3
{"formula": "C21H18BBr2N9ORb", "method": "ωB97M-V/def2-TZVPD", "gap_ev": 7.047, "homo_ha": -0.1727, "energy_ha": -6576.26822, "charge": -1, "de_lowest_kcal_mol": 0.00, "species": ["Rb", "C", "C", "N", "N", "C", "B", "N", "C", "C", "C", "N", "N", "C", "C", "C", "N", "H", "H", "H", "H", "H", "H", "H", "H", "H", "H", "Br", "C", "C", "C", "Br", "C", "C", "C", "C", "N", "C", "C", "O", "H", "H", "H", "H", "N", "C", "C", "C", "N", "H", "H", "H", "H"], "coordinates": [[-0.1254, 0.0791, 0.3143], [0.4470, -0.5574, 4.3208], [1.1929, -1.2768, 3.3703], [1.7391, -0.4680, 2.4709], [1.3594, 0.7831, 2.8142], [0.5920, 0.7539, 3.9270], [1.8497, 2.0594, 2.0453], [0.6081, 2.8107, 1.4477], [-0.3657, 3.4244, 2.1561], [-1.2091, 4.0647, 1.2772], [-0.6469, 3.7894, 0.0197], [0.4451, 3.0404, 0.1248], [2.8257, 1.6677, 0.9384], [4.1183, 2.0464, 0.8576], [4.6627, 1.4762, -0.2700], [3.5932, 0.7468, -0.8260], [2.4956, 0.8653, -0.0963], [-0.1083, -0.9326, 5.1640], [1.3542, -2.3417, 3.3050], [0.2142, 1.6549, 4.3792], [2.4086, 2.7967, 2.8282], [-0.3928, 3.3886, 3.2317], [-2.0940, 4.6332, 1.5101], [-0.9999, 4.0942, -0.9534], [4.5519, 2.6903, 1.6052], [5.6722, 1.5715, -0.6349], [3.5781, 0.1437, -1.7220], [-5.1375, -2.6112, -0.2623], [-4.6731, -1.0848, -1.2993], [-5.6432, -0.5305, -2.1351], [-5.3534, 0.5700, -2.8896], [-6.7230, 1.3003, -3.9992], [-4.0600, 1.1431, -2.8673], [-3.6640, 2.2497, -3.6515], [-2.3725, 2.6905, -3.6089], [-1.4537, 2.0217, -2.7798], [-1.7890, 1.0128, -2.0164], [-3.0728, 0.5688, -2.0210], [-3.3793, -0.5553, -1.1266], [-2.5282, -1.0076, -0.3083], [-6.6288, -0.9742, -2.1784], [-4.3938, 2.7343, -4.2869], [-2.0524, 3.5348, -4.2065], [-0.4119, 2.3315, -2.7417], [-1.4630, -3.2340, 0.7118], [-1.7130, -4.3800, 1.3669], [-0.4906, -4.9479, 1.6635], [0.4498, -4.0596, 1.1025], [-0.1539, -3.0238, 0.5352], [-2.1158, -2.5226, 0.3426], [-2.7203, -4.6975, 1.5824], [-0.3055, -5.8653, 2.1970], [1.5280, -4.1177, 1.1028]], "forces_ev_per_angstrom": [[-0.4, -0.3, -0.2], [0.0, 0.0, 0.0], [0.0, 0.1, 0.0], [0.0, 0.0, 0.3], [0.1, 0.0, 0.2], [0.1, -0.1, -0.1], [0.0, 0.0, 0.0], [0.1, 0.2, 0.0], [0.0, 0.0, -0.1], [0.0, 0.0, -0.1], [0.0, -0.1, 0.0], [-0.2, 0.2, 0.1], [0.0, 0.0, 0.0], [-0.1, 0.0, 0.0], [0.0, 0.0, -0.1], [0.0, 0.1, 0.1], [0.6, 0.2, 0.0], [0.0, 0.0, 0.0], [0.0, 0.0, 0.0], [0.0, 0.0, 0.0], [0.0, 0.0, 0.0], [0.0, 0.0, 0.0], [0.0, 0.0, 0.0], [0.0, 0.0, 0.0], [0.0, 0.0, 0.0], [0.0, 0.0, 0.0], [0.0, 0.0, 0.0], [0.0, 0.0, 0.0], [0.1, 0.1, 0.2], [0.0, 0.0, 0.0], [-0.1, 0.0, 0.0], [0.0, 0.0, 0.0], [0.1, 0.0, 0.0], [0.0, 0.0, 0.0], [0.0, 0.0, 0.0], [0.0, -0.1, 0.0], [-0.2, 0.0, 0.1], [0.1, 0.0, -0.1], [-0.1, -0.2, -0.2], [-0.2, 0.1, -0.2], [0.0, 0.0, 0.0], [0.0, 0.0, 0.0], [0.0, 0.0, 0.0], [-0.1, 0.0, 0.0], [0.0, -0.1, -0.1], [0.1, 0.1, 0.1], [0.1, 0.0, -0.1], [-0.2, 0.0, 0.1], [0.0, 0.0, 0.0], [0.0, 0.0, 0.0], [0.0, 0.0, 0.0], [0.0, 0.0, 0.0], [0.0, 0.0, 0.0]]}